# 1
One molecule with the formula C6H12O. Source: the OMol25 dataset; level of theory: wB97M-V/def2-TZVPD.

Output
- electronic energy (Eh) = -311.024844
- HOMO-LUMO gap (eV) = 10.019
- M (Da) = 100.16
- ΔE to the lowest compared entry with this formula, charge and spin (kJ/mol) = 90.4
- highest occupied orbital energy (eV) = -9.00

```
! wB97M-V def2-TZVPD RIJCOSX def2/J DEFGRID3
* xyz 0 1
C -0.6715 0.3148 2.1274
C -1.1261 0.5090 0.7054
C -2.4012 0.5148 0.3233
O -0.1458 0.8039 -0.2112
C 0.8514 -0.1940 -0.4481
C 2.0517 0.5285 -1.0340
C 0.2983 -1.2615 -1.3823
H -0.0294 1.1507 2.4263
H -0.0963 -0.6082 2.2638
H -1.5304 0.2724 2.8016
H 1.1404 -0.6550 0.5072
H -2.6646 0.6781 -0.7165
H -3.1982 0.3861 1.0481
H 2.8620 -0.1784 -1.2407
H 1.7735 1.0224 -1.9714
H 2.4159 1.2906 -0.3390
H 0.0394 -0.8065 -2.3449
H -0.6049 -1.7142 -0.9605
H 1.0356 -2.0535 -1.5545
*
```


# 2
C6H12O as an isolated structure at a distorted geometry. Source: the OMol25 dataset; level of theory: wB97M-V/def2-TZVPD.

Output
- electronic energy (Eh) = -310.894345
- HOMO-LUMO gap (eV) = 9.409
- M (Da) = 100.16
- ΔE to the lowest compared entry with this formula, charge and spin (kJ/mol) = 433.0
- highest occupied orbital energy (eV) = -8.73

```
! wB97M-V def2-TZVPD RIJCOSX def2/J DEFGRID3
* xyz 0 1
C 1.7422 -0.3221 -1.0597
C 0.9725 0.4569 -0.0198
O 0.7060 1.8150 -0.5202
C -0.8753 1.5262 0.4753
C -0.4796 0.0621 0.3400
C -0.6141 -0.7102 1.6538
C -1.2169 -0.6654 -0.7948
H 2.7081 0.1637 -1.2463
H 1.9320 -1.3425 -0.7038
H 1.1953 -0.3769 -2.0064
H 1.5711 0.5356 0.9015
H -1.6716 1.8214 -0.2195
H 0.2316 2.3241 0.4853
H -0.1364 -0.1708 2.4803
H -0.1508 -1.7020 1.5674
H -1.6714 -0.8589 1.9091
H -0.8181 -1.6773 -0.9540
H -1.1419 -0.1146 -1.7406
H -2.2828 -0.7644 -0.5478
*
```


# 3
One molecule with the formula C6H12O at a distorted geometry. Source: the OMol25 dataset; level of theory: wB97M-V/def2-TZVPD.

Output
- electronic energy (Eh) = -310.903856
- HOMO-LUMO gap (eV) = 10.575
- M (Da) = 100.16
- ΔE to the lowest compared entry with this formula, charge and spin (kJ/mol) = 408.0
- highest occupied orbital energy (eV) = -9.52

```
! wB97M-V def2-TZVPD RIJCOSX def2/J DEFGRID3
* xyz 0 1
C 3.2053 -0.3204 0.1549
C 2.0062 0.2856 -0.5760
O 1.1181 1.1253 0.1653
C -0.2066 0.0730 0.1425
C -1.6622 -0.1924 0.5366
C -2.5773 -0.5614 -0.6481
C -2.7630 0.7111 0.0950
H 3.5717 -1.1770 -0.4310
H 4.0477 0.3610 0.2915
H 2.8923 -0.7045 1.1309
H 1.4137 -0.5869 -0.8657
H 2.3124 0.7286 -1.5353
H -0.2354 0.1549 -0.9262
H 0.3830 -0.6229 0.7017
H -1.8318 -0.8301 1.4068
H -2.1730 -0.5407 -1.6569
H -3.3296 -1.3378 -0.5147
H -2.4153 1.6239 -0.3671
H -3.6188 0.8052 0.7474
*
```